one | Formula: C3H6N3P
Source: OMol25
Level of theory: ωB97M-V with the def2-TZVPD basis set

```
! wB97M-V def2-TZVPD RIJCOSX def2/J DEFGRID3
* xyz 0 1
C 0.760 0.785 -0.520
C 2.454 -0.272 0.177
C 0.331 -0.334 0.249
N 2.072 0.697 -0.664
N 1.474 -0.910 0.827
N -1.044 -0.712 0.457
P -2.624 0.356 0.041
H 0.268 1.435 -1.150
H 3.405 -0.719 0.212
H -1.285 -1.017 1.354
H -1.126 -1.552 -0.133
H -2.207 0.557 -1.218
H -2.480 1.688 0.367
*
```

**E_LUMO**: -1.0608 eV
**HOMO-LUMO gap**: 0.2394 hartree


two | Formula: C3H6N3P
Source: OMol25
Level of theory: ωB97M-V with the def2-TZVPD basis set

```
! wB97M-V def2-TZVPD RIJCOSX def2/J DEFGRID3
* xyz 0 1
C 1.941 0.164 0.109
C 0.745 -1.556 0.144
C 0.630 0.613 0.129
N 2.018 -1.135 0.134
N -0.151 -0.512 0.139
N 0.107 1.855 0.008
P -2.615 -0.523 0.152
H 2.827 0.709 -0.044
H 0.375 -2.492 0.189
H 0.770 2.649 0.392
H -0.891 2.010 0.477
H -2.708 -1.795 -0.648
H -3.049 0.012 -1.180
*
```

**E_LUMO**: -2.0813 eV
**HOMO-LUMO gap**: 0.1783 hartree


three | Formula: C3H6N3P
Source: OMol25
Level of theory: ωB97M-V with the def2-TZVPD basis set

```
! wB97M-V def2-TZVPD RIJCOSX def2/J DEFGRID3
* xyz 0 1
C -0.681 -0.904 -0.747
C -0.217 -2.231 -0.983
C 0.185 -0.471 0.177
N 0.930 -2.441 -0.405
N 1.177 -1.350 0.330
N 0.395 1.767 1.406
P -0.158 2.894 0.449
H -1.616 -0.438 -0.827
H -0.782 -2.981 -1.493
H 2.140 -1.188 0.697
H -0.177 1.966 2.254
H -1.508 2.685 0.056
H 0.312 2.691 -0.913
*
```

**E_LUMO (spin up / spin down)**: -1.2742 / -0.5355 eV
**HOMO-LUMO gap (spin up / spin down)**: 0.2940 / 0.3065 hartree


Here is how they stack up, most stable first: one, two, three.


one | Formula: C6H12O3
Source: OMol25
Level of theory: ωB97M-V with the def2-TZVPD basis set

```
! wB97M-V def2-TZVPD RIJCOSX def2/J DEFGRID3
* xyz 0 1
C 1.458 -0.344 -0.064
C 0.107 -0.168 -0.357
C -1.321 2.548 1.152
C -0.334 0.634 -1.532
C -0.031 -2.624 0.797
C 0.456 -1.938 -0.449
O -0.583 1.441 1.616
O 2.463 0.218 -0.803
O 0.693 -2.519 -1.483
H 2.331 0.022 -1.742
H 1.750 -0.592 0.954
H -0.632 0.655 0.936
H -2.322 2.264 0.806
H -1.427 3.241 1.989
H -0.804 3.077 0.342
H 0.257 1.546 -1.642
H -0.152 0.076 -2.455
H -1.406 0.821 -1.485
H -0.462 -3.605 0.604
H 0.763 -2.727 1.536
H -0.806 -2.026 1.280
*
```

**E_LUMO**: -0.3825 eV
**HOMO-LUMO gap**: 0.3097 hartree


two | Formula: C6H12O3
Source: OMol25
Level of theory: ωB97M-V with the def2-TZVPD basis set

```
! wB97M-V def2-TZVPD RIJCOSX def2/J DEFGRID3
* xyz 0 1
C -0.355 -0.140 1.573
C 0.744 0.649 0.510
C -0.594 1.727 -1.327
C 0.524 -2.005 -1.233
C 0.086 0.512 -0.772
C -0.388 -0.797 -1.033
O -1.516 0.533 1.860
O 0.267 -0.429 2.746
O 1.988 0.000 0.597
H -1.824 1.072 1.121
H 0.114 0.279 3.395
H 2.092 -0.520 1.403
H -0.707 -0.982 0.343
H 0.822 1.682 0.873
H -1.194 -0.815 -1.770
H 0.092 2.312 -1.949
H -1.451 1.458 -1.949
H -0.937 2.401 -0.534
H 1.218 -2.103 -0.403
H -0.078 -2.914 -1.293
H 1.095 -1.919 -2.161
*
```

**E_LUMO**: 0.4480 eV
**HOMO-LUMO gap**: 0.3022 hartree


three | Formula: C6H12O3
Source: OMol25
Level of theory: ωB97M-V with the def2-TZVPD basis set

```
! wB97M-V def2-TZVPD RIJCOSX def2/J DEFGRID3
* xyz 0 1
C -1.865 -0.455 1.695
C -1.679 -0.153 0.260
C -0.752 -0.775 -0.572
O -0.992 -0.727 -1.939
O -0.280 -2.004 -0.168
H -1.075 -1.085 2.101
H -1.946 0.467 2.277
H -2.826 -0.980 1.792
H -2.316 0.613 -0.160
H -1.198 0.199 -2.152
H 0.313 -2.304 -0.872
C 1.641 0.836 -1.476
C 0.763 0.843 -0.234
C 1.517 0.358 0.997
O -0.022 1.860 -0.102
H 2.416 1.598 -1.362
H 2.109 -0.141 -1.624
H 1.051 1.094 -2.356
H 2.353 1.035 1.187
H 1.927 -0.642 0.842
H 0.863 0.366 1.869
*
```

**SMILES**: CC=C(O)O.CC(C)=O
**E_LUMO**: -0.1627 eV
**HOMO-LUMO gap**: 0.2823 hartree


Here is how they stack up, most stable first: three, two, one.


one | Formula: C6H12O3
Source: OMol25
Level of theory: ωB97M-V with the def2-TZVPD basis set

```
! wB97M-V def2-TZVPD RIJCOSX def2/J DEFGRID3
* xyz 0 1
C -2.153 -1.459 -0.998
C -1.255 -1.022 -0.136
C 0.207 -1.325 -0.208
O 0.849 -1.282 1.030
C 0.926 -0.293 -1.257
O 0.070 0.759 -1.613
O 2.137 0.156 -0.764
H -3.187 -1.165 -0.940
H -1.878 -2.079 -1.839
H -1.554 -0.400 0.698
H 0.390 -2.322 -0.622
H 0.448 -0.560 1.569
H 1.129 -0.887 -2.163
H 0.590 1.409 -2.094
H 2.163 -0.037 0.208
C -0.007 2.017 0.946
C 0.381 1.442 2.075
H 0.703 2.466 0.274
H -1.043 2.091 0.659
H -0.329 1.042 2.785
H 1.415 1.450 2.390
*
```

**SMILES**: C=C[C@H](O)C(O)O.C=C
**E_LUMO**: 0.8971 eV
**HOMO-LUMO gap**: 0.3830 hartree


two | Formula: C6H12O3
Source: OMol25
Level of theory: ωB97M-V with the def2-TZVPD basis set

```
! wB97M-V def2-TZVPD RIJCOSX def2/J DEFGRID3
* xyz 0 1
C 1.179 0.684 1.766
C 1.812 0.224 0.687
C 2.691 -0.982 0.670
C 1.536 0.849 -0.902
O 1.987 0.318 -1.857
H 0.547 1.561 1.720
H 1.352 0.276 2.756
H 2.646 -1.540 1.605
H 2.408 -1.641 -0.155
H 3.726 -0.686 0.486
H 1.326 1.810 -0.423
C -3.001 -0.358 -1.276
C -1.638 -0.087 -0.663
O -1.453 1.277 -0.331
O -1.500 -0.897 0.471
H -3.151 0.283 -2.142
H -3.054 -1.396 -1.594
H -3.783 -0.172 -0.539
H -0.851 -0.298 -1.400
H -2.160 1.532 0.277
H -0.618 -0.758 0.844
*
```

**SMILES**: C=C(C)C=O.CC(O)O
**E_LUMO**: 0.3334 eV
**HOMO-LUMO gap**: 0.3565 hartree


Here is how they stack up, most stable first: one, two.


one | Formula: HN2O5S2
Source: OMol25
Level of theory: ωB97M-V with the def2-TZVPD basis set

```
! wB97M-V def2-TZVPD RIJCOSX def2/J DEFGRID3
* xyz -1 1
N -1.160 0.591 0.034
N -2.479 0.551 0.011
O -2.977 -0.573 0.018
O 1.948 -0.197 1.497
O -3.131 1.552 0.030
O 3.536 -0.970 -0.220
O 1.038 -1.340 -0.450
S 1.684 1.203 -0.926
S 2.129 -0.563 0.112
H -0.588 -0.255 -0.104
*
```

**E_LUMO (spin up / spin down)**: 0.2765 / 1.2416 eV
**HOMO-LUMO gap (spin up / spin down)**: 0.2246 / 0.2495 hartree


two | Formula: HN2O5S2
Source: OMol25
Level of theory: ωB97M-V with the def2-TZVPD basis set

```
! wB97M-V def2-TZVPD RIJCOSX def2/J DEFGRID3
* xyz -1 1
O 1.793 0.913 1.249
S 0.870 0.696 0.199
O 1.304 1.061 -1.047
O -0.398 1.480 0.777
N 0.234 -0.805 0.485
S 0.927 -2.089 -0.463
N -0.842 -0.969 -0.294
O -1.689 -1.718 0.100
O -1.015 -0.240 -1.246
H -1.183 1.672 0.239
*
```

**SMILES**: O=S(=O)(O)N1S[N+]1([O-])[O-]
**E_LUMO**: 3.3857 eV
**HOMO-LUMO gap**: 0.2697 hartree


Here is how they stack up, most stable first: two, one.